63
Properties=species:S:1:pos:R:3 method="wB97M-V/def2-TZVPD" e_above_lowest_kj_mol=63.8 total_charge=+1
Pt -0.043 -0.437 0.083
Br -3.121 4.990 -2.375
O 1.272 -1.789 1.020
O 1.555 0.900 -0.552
N 0.067 0.649 1.781
N 0.115 -1.703 -1.474
N -1.615 -2.073 0.894
C -0.936 1.487 -2.020
C 2.474 -2.076 -1.042
C 4.801 -2.313 0.506
C -2.429 -2.621 -0.236
C 0.830 2.729 0.847
C 0.325 1.901 1.883
C -2.329 -1.879 -1.555
C -1.491 2.658 -2.513
C -2.453 -1.187 1.731
C -1.799 -0.545 2.965
C -2.119 1.772 0.028
C -1.059 -3.178 1.683
C -2.374 3.377 -1.728
C 1.843 3.102 -1.311
C 1.726 4.462 -1.143
C 3.718 -2.401 -1.629
C -2.707 2.932 -0.460
C -1.216 1.038 -0.735
C 1.324 -1.983 -1.867
C 3.608 -2.012 1.118
C 1.204 4.985 0.045
C 1.397 2.188 -0.338
C -0.332 -0.118 2.939
C 0.794 4.123 1.027
C 2.409 -1.928 0.385
C 4.854 -2.518 -0.881
C -1.019 -2.145 -2.275
H 1.128 6.052 0.195
H -2.377 1.477 1.036
H 3.532 -1.886 2.190
H -3.310 -1.754 2.114
H 0.122 2.386 2.838
H 3.766 -2.556 -2.701
H -3.478 -2.638 0.072
H -1.043 -1.647 -3.251
H -2.122 -3.653 -0.410
H -2.844 -0.421 1.065
H 0.312 -0.997 2.967
H -3.140 -2.212 -2.204
H -0.397 -3.777 1.064
H 5.793 -2.766 -1.355
H 5.702 -2.406 1.099
H -1.876 -3.805 2.054
H -0.910 -3.216 -2.466
H -0.251 0.938 -2.656
H -0.148 0.452 3.852
H 2.260 2.678 -2.216
H -2.418 0.319 3.216
H -3.421 3.477 0.142
H -0.486 -2.807 2.525
H -1.873 -1.230 3.812
H 2.039 5.139 -1.927
H 0.403 4.514 1.959
H 1.459 -2.244 -2.918
H -2.452 -0.808 -1.391
H -1.244 3.009 -3.506